Entry 1:
Formula: C30H86ClIN2O19
Source: the OMol25 dataset
Level of theory: ωB97M-V with the def2-TZVPD basis set

Each line ends with the Mulliken charge.
Geometry (Å):
1 C 0.587932 0.831278 3.698121  -1.248
2 C -0.167966 1.553468 2.553721  0.059
3 C -0.671694 0.591801 1.450000  -0.279
4 C -0.572599 1.177347 0.022173  -0.671
5 O 0.155399 0.323165 -0.878304  -0.341
6 C 1.468325 0.712865 -1.149594  1.620
7 C 2.233686 1.053495 0.096588  -0.624
8 N 2.787152 1.305192 1.070488  -0.577
9 C 2.192734 -0.526308 -1.708311  -2.159
10 C 1.500101 -1.210253 -2.903120  0.785
11 C 1.044268 -2.653793 -2.582223  -1.612
12 Cl 2.772321 -1.337352 -4.215418  -0.251
13 C 1.521039 1.972053 -2.060483  1.573
14 C 0.525143 1.866204 -3.156619  -0.701
15 N -0.210432 1.618067 -4.004163  -0.692
16 C 2.891715 2.306645 -2.676593  -0.605
17 C 3.787815 3.227476 -1.849725  0.181
18 O 4.966428 3.205003 -1.981662  -0.479
19 I 2.922990 4.658462 -0.503362  0.019
20 H 1.581188 1.255781 3.850505  0.329
21 H 0.689914 -0.238730 3.511970  0.247
22 H 0.018997 0.986196 4.613843  0.257
23 H 0.451793 2.343087 2.131179  0.299
24 H -1.045645 2.017379 3.009836  0.156
25 H -1.680899 0.246933 1.666486  0.069
26 H 0.009695 -0.264409 1.460741  0.260
27 H -1.587630 1.225753 -0.382461  0.572
28 H -0.209218 2.207770 0.042769  0.111
29 H 2.175768 -1.243551 -0.884266  0.686
30 H 3.241700 -0.327802 -1.905251  0.738
31 H 0.625154 -0.684239 -3.266062  0.240
32 H -0.016994 -2.591536 -2.331052  0.310
33 H 1.097630 -3.203894 -3.517093  0.417
34 H 1.641368 -3.105826 -1.798576  0.442
35 H 1.188237 2.825960 -1.460079  0.100
36 H 3.486966 1.441467 -2.957189  0.110
37 H 2.700505 2.856934 -3.601986  0.595
38 C -0.476912 -2.725659 -6.309848  -0.487
39 O -0.333612 -3.719911 -5.296632  -0.440
40 H -0.289787 -1.755046 -5.856373  0.147
41 H 0.242499 -2.897947 -7.113791  0.304
42 H -1.493373 -2.745712 -6.712839  0.261
43 H -0.505262 -4.576686 -5.695681  0.255
44 C -3.790160 -1.742006 0.247535  -0.555
45 O -3.904609 -1.496005 1.654063  -0.392
46 H -2.769778 -1.516113 -0.055253  0.107
47 H -4.007427 -2.791687 0.031240  0.323
48 H -4.480909 -1.099459 -0.298371  0.298
49 H -4.811450 -1.693670 1.902390  0.192
50 C -5.886651 0.777249 -2.899559  -0.634
51 O -5.750637 -0.278570 -1.951629  -0.461
52 H -5.018888 1.426336 -2.814692  0.219
53 H -5.933783 0.370727 -3.913161  0.284
54 H -6.789607 1.358383 -2.697267  0.266
55 H -6.524369 -0.842406 -2.040119  0.272
56 C -3.152149 1.023240 5.289729  -0.423
57 O -1.851233 1.454780 5.668548  -0.486
58 H -3.051158 0.027915 4.860425  0.277
59 H -3.814702 0.969143 6.160742  0.300
60 H -3.583206 1.693847 4.542033  0.084
61 H -1.935814 2.336495 6.046782  0.238
62 C -4.782763 3.167435 2.379632  -0.460
63 O -3.488271 3.603117 2.787931  -0.399
64 H -4.691561 2.166091 1.964364  0.126
65 H -5.458056 3.135705 3.235083  0.086
66 H -5.188707 3.836149 1.615202  0.371
67 H -3.591312 4.484395 3.159117  0.227
68 C 5.119157 -3.114334 -1.520355  -0.117
69 O 4.085665 -3.666857 -2.336179  -0.443
70 H 5.139374 -3.674139 -0.587210  0.249
71 H 6.093183 -3.191366 -2.008782  0.001
72 H 4.908329 -2.061687 -1.297445  0.119
73 H 4.071784 -3.166684 -3.158869  0.207
74 C -6.286353 -0.515362 4.182347  0.037
75 O -6.822887 0.736255 3.762037  -0.493
76 H -5.412019 -0.724274 3.569615  -0.408
77 H -5.981672 -0.466930 5.230574  0.311
78 H -7.017702 -1.317202 4.052412  0.372
79 H -7.592454 0.923013 4.305373  0.268
80 C -0.835267 5.947381 -2.098595  -0.643
81 O -0.638217 4.993137 -1.056073  -0.384
82 H -0.063006 6.707056 -2.006968  0.319
83 H -0.753830 5.472392 -3.078910  0.155
84 H -1.814207 6.421713 -2.006940  0.296
85 H -1.324656 4.325678 -1.141761  0.247
86 C -1.130326 6.276874 -5.855074  -0.562
87 O -1.930148 7.227665 -5.157453  -0.502
88 H -0.134815 6.299049 -5.418730  0.203
89 H -1.540191 5.268420 -5.751888  0.270
90 H -1.057009 6.531112 -6.915463  0.313
91 H -2.808382 7.206578 -5.545552  0.292
92 C -5.992673 4.865687 5.926935  -0.336
93 O -5.794434 5.462900 4.647170  -0.470
94 H -5.859703 3.792048 5.820162  0.109
95 H -5.258921 5.245274 6.639878  0.109
96 H -7.002077 5.070235 6.293994  0.349
97 H -5.907321 6.411536 4.747042  0.272
98 C -4.060437 -2.430660 -4.561269  -0.307
99 O -5.182781 -3.146357 -5.077559  -0.543
100 H -4.397897 -1.836058 -3.714988  0.104
101 H -3.289109 -3.126796 -4.221793  0.279
102 H -3.651250 -1.763908 -5.325296  0.196
103 H -4.879002 -3.670229 -5.822400  0.292
104 C 9.272426 -3.931087 -2.779569  -0.310
105 O 8.113554 -3.094352 -2.878676  -0.469
106 H 9.009930 -4.796600 -2.176517  0.256
107 H 9.590468 -4.259617 -3.769164  0.213
108 H 10.082831 -3.389025 -2.290842  0.032
109 H 8.353614 -2.331461 -3.409799  0.224
110 C -3.881010 -4.816921 3.962388  -0.517
111 O -5.025792 -3.963828 3.891799  -0.518
112 H -4.121805 -5.648921 4.619165  0.280
113 H -3.633213 -5.204835 2.970328  0.242
114 H -3.023581 -4.282234 4.365090  0.216
115 H -4.793292 -3.237189 3.309289  0.314
116 C -3.048942 3.530745 8.350546  -0.580
117 O -2.864151 4.152319 7.078512  -0.502
118 H -2.920557 2.458874 8.218830  0.235
119 H -2.310782 3.890833 9.070557  0.311
120 H -4.054196 3.724553 8.735034  0.259
121 H -2.974831 5.098090 7.200760  0.275
122 C 0.316169 -4.579631 5.077836  -0.523
123 O -0.801206 -5.316615 4.587327  -0.460
124 H -0.026694 -3.980108 5.917069  0.218
125 H 1.106806 -5.251632 5.421327  0.276
126 H 0.714051 -3.914727 4.307331  0.232
127 H -0.497642 -5.845199 3.844907  0.275
128 C 10.704773 -1.214277 -0.300377  -0.588
129 O 9.910230 -2.350167 0.017862  -0.465
130 H 11.536796 -1.553859 -0.913370  0.226
131 H 10.125744 -0.477862 -0.864824  0.258
132 H 11.101247 -0.745881 0.604266  0.302
133 H 9.174078 -2.048736 0.556238  0.285
134 C 12.339194 -5.677373 -5.144275  -0.543
135 O 11.197775 -4.833399 -5.269054  -0.462
136 H 12.051947 -6.533902 -4.540192  0.226
137 H 12.673365 -6.029247 -6.123494  0.248
138 H 13.160155 -5.152570 -4.649106  0.259
139 H 11.454562 -4.077533 -5.803619  0.272

Cartesian forces, eV/Å:
-0.22 0.49 -0.06
-0.47 -0.47 0.40
1.30 0.44 -0.16
-1.41 -0.24 0.46
0.19 0.43 0.15
0.82 -0.28 -0.02
-0.42 0.07 -0.03
0.12 -0.07 -0.12
-0.75 -0.29 0.27
0.58 -1.05 0.61
-0.28 0.95 -0.60
-0.40 0.46 -0.27
-0.46 0.30 -0.64
0.21 -0.83 0.35
0.01 0.42 0.04
-0.47 0.59 0.39
0.65 -0.41 -0.28
-0.13 0.06 0.09
-0.11 0.09 -0.05
0.04 -0.11 -0.11
0.03 0.00 0.01
0.19 -0.29 0.03
0.00 -0.01 -0.09
0.10 0.29 -0.16
0.00 -0.10 -0.05
-0.25 -0.18 -0.07
0.13 0.03 -0.24
0.37 -0.10 -0.09
0.08 0.05 0.01
-0.03 0.15 -0.05
0.37 0.35 -0.38
0.09 -0.18 0.36
-0.01 -0.35 0.22
0.02 -0.14 -0.07
0.08 0.03 -0.03
-0.04 -0.08 0.08
0.12 0.08 0.03
-0.05 -0.40 0.06
-0.07 0.13 -0.02
0.03 -0.02 0.02
-0.03 0.16 -0.05
0.04 0.16 -0.09
0.04 -0.03 0.02
-0.31 0.02 0.18
0.18 -0.14 0.13
0.03 -0.01 0.10
0.09 0.02 -0.13
0.13 -0.08 -0.12
-0.09 0.17 -0.16
-0.19 -0.23 0.02
0.01 0.12 -0.09
0.04 -0.05 0.06
0.02 0.14 -0.06
0.04 0.09 -0.08
0.02 -0.06 0.04
0.12 0.17 0.00
-0.18 -0.02 0.22
0.00 -0.01 0.00
-0.08 -0.06 -0.05
-0.05 -0.05 0.00
0.00 0.16 -0.12
0.10 0.21 0.14
0.04 -0.08 -0.13
0.08 -0.02 0.03
-0.14 -0.07 -0.11
-0.11 -0.07 0.00
-0.01 -0.02 0.09
-0.05 0.01 -0.31
0.11 -0.03 0.21
-0.05 -0.01 0.00
-0.07 0.03 0.16
0.08 -0.01 0.11
-0.07 -0.05 0.01
-0.27 0.16 0.11
0.11 -0.04 -0.08
0.03 0.15 0.07
0.09 -0.17 -0.03
0.08 -0.09 0.04
-0.03 0.02 -0.02
-0.12 -0.23 0.08
0.10 -0.06 -0.07
0.03 -0.02 0.04
-0.02 0.10 -0.05
0.03 0.08 -0.10
-0.06 0.01 0.08
-0.23 0.08 0.00
0.12 -0.08 0.00
0.00 0.03 0.02
0.09 -0.04 -0.03
0.07 -0.06 -0.01
-0.04 0.05 0.04
-0.06 0.28 -0.16
0.07 -0.12 0.02
0.06 0.01 -0.05
-0.05 -0.12 0.12
0.01 -0.07 0.07
-0.02 0.02 -0.06
-0.05 -0.22 -0.20
-0.06 0.13 0.13
-0.06 -0.03 -0.01
0.11 0.14 0.02
0.11 0.05 0.11
-0.03 -0.03 -0.01
-0.09 0.29 -0.28
0.07 -0.10 0.05
-0.07 0.05 0.05
0.02 -0.09 0.13
0.06 -0.14 0.07
-0.02 0.02 -0.01
-0.11 0.30 -0.12
-0.12 -0.14 0.04
-0.06 0.02 0.01
0.09 -0.07 0.05
0.08 -0.10 0.00
0.14 0.03 0.01
-0.03 0.21 -0.06
0.03 -0.27 0.13
0.01 0.00 -0.04
-0.02 -0.07 0.05
0.01 -0.07 0.05
0.10 0.05 -0.12
-0.05 -0.15 -0.17
0.13 0.04 0.09
-0.04 -0.01 0.00
0.04 0.07 0.04
0.05 0.05 0.07
-0.04 -0.02 -0.02
-0.23 -0.07 0.12
0.17 0.09 0.03
0.00 -0.04 0.00
0.08 0.05 -0.02
0.07 0.06 -0.06
-0.07 -0.07 -0.02
-0.06 0.20 -0.10
0.18 -0.12 -0.08
-0.04 0.01 0.01
0.05 -0.07 0.04
0.04 -0.08 0.02
-0.06 0.03 -0.02

As for the charge: 0.

---

Entry 2:
Formula: C3H6N2S
Source: the OMol25 dataset
Level of theory: ωB97M-V with the def2-TZVPD basis set

Each line ends with the natural charge from an NBO analysis.
Geometry (Å):
1 C -0.281272 -0.160105 0.271070  -0.099
2 C -0.232553 1.009798 -0.777348  -0.582
3 C 0.557763 -1.434671 -0.145259  -0.628
4 N -0.000545 0.511791 1.539233  -0.141
5 N -0.205510 1.721495 1.597289  -0.295
6 S -0.489129 2.552705 0.205969  0.409
7 H -1.376854 -0.449461 0.623056  0.217
8 H 0.701403 0.897993 -1.181074  0.208
9 H -1.033074 0.755010 -1.464417  0.238
10 H 0.073853 -2.339145 0.301556  0.225
11 H 0.745327 -1.590842 -1.163813  0.221
12 H 1.540590 -1.474570 0.193738  0.226

Cartesian forces, eV/Å:
-1.60 0.58 0.04
-2.76 -1.23 1.41
-2.39 -0.02 2.21
0.74 -0.49 1.40
0.87 -0.84 1.84
-0.36 -0.66 -2.30
1.75 0.12 -1.62
2.32 0.48 -1.48
0.12 0.65 -0.44
0.31 0.69 -0.60
-0.76 0.12 -1.84
1.75 0.60 1.37

As for the charge: 0. Its SMILES is C[C@@H]1CSN=N1.

---

Entry 3:
Formula: C5H4N2O4S
Source: the OMol25 dataset
Level of theory: ωB97M-V with the def2-TZVPD basis set

Each line ends with the natural charge from an NBO analysis.
Geometry (Å):
1 C -0.347698 2.729492 0.321824  0.307
2 C 3.251909 -1.587396 0.239916  0.881
3 C -0.429685 0.332302 1.024090  -0.442
4 C -0.561745 0.249543 -0.496945  -0.421
5 C 0.093233 1.404724 0.182256  -0.439
6 N -0.585335 3.877749 0.330531  -0.536
7 N 2.959378 -0.366067 -0.666748  -0.938
8 O 2.464973 -1.905948 1.100489  -0.746
9 O 4.334707 -2.102926 -0.124263  -0.779
10 O 3.311822 1.481906 1.161538  -0.944
11 O 3.230406 2.062287 -1.169670  -0.957
12 S 2.875787 1.089671 -0.147885  2.233
13 H -1.438339 0.318976 1.515587  0.163
14 H 0.262715 -0.418920 1.127152  0.246
15 H -0.017406 -0.468264 -1.127852  0.215
16 H -1.607181 0.321783 -0.722552  0.156

Cartesian forces, eV/Å:
0.01 0.97 -1.03
1.80 0.66 -1.34
-1.44 -0.55 -0.94
-0.86 0.84 -0.44
1.21 0.57 -0.03
-0.06 -0.94 0.32
-0.44 1.13 1.04
-1.30 -0.18 0.91
-0.56 0.18 0.10
-0.24 -0.15 1.06
-0.90 0.07 -0.14
0.39 -1.74 -1.46
1.23 0.15 -0.06
1.58 -1.70 2.19
0.13 0.41 0.61
-0.54 0.28 -0.81

As for the charge: -2.

---

no.,E_tot (eV)
1,-95001.1781
2,-17021.4218
3,-27251.7200